No. 1
Formula: C2H5NOS
Source: the Open Molecules 2025 dataset
Level of theory: ωB97M-V/def2-TZVPD

```
! wB97M-V def2-TZVPD RIJCOSX def2/J DEFGRID3
* xyz 0 1
C -0.53426 -0.02025 -0.23739
C 0.92784 0.04896 -0.00077
N 1.89903 -0.21538 -1.51961
O 2.79719 0.83156 -1.63319
S 1.53204 0.96129 -2.68571
H -0.78593 -1.11987 -0.21600
H -0.58805 0.51507 -1.30365
H -1.05462 0.63379 0.57714
H 1.42320 -0.79308 0.43765
H 1.35760 0.87113 0.52588
*
```

- HOMO level: -8.903 eV
- ΔE to the lowest compared entry with this formula, charge and spin: 547.5 kJ/mol
- Orbital gap: 9.0368 eV

---

No. 2
Formula: C38H54Ge2N12O4Si2Sr
Source: the Open Molecules 2025 dataset
Level of theory: ωB97M-V/def2-TZVPD

```
! wB97M-V def2-TZVPD RIJCOSX def2/J DEFGRID3
* xyz -1 2
Sr -0.08253 -0.73495 -1.06655
N -1.03222 1.79446 -2.85317
N -2.01360 1.01632 -3.49392
C -2.70591 0.04977 -2.71273
O -3.71815 -0.43011 -3.20456
O -2.13511 -0.22943 -1.59884
H -1.44346 2.61221 -2.41376
H -0.33454 2.08470 -3.52425
H -2.63491 1.48917 -4.13469
N 2.17888 0.73516 1.75652
N 2.93053 -0.41757 1.98901
C 2.92723 -1.38169 0.99357
N 3.70577 -2.47564 1.24102
N 2.27575 -1.11340 -0.08435
N 2.06623 -2.13045 -1.02987
O 2.12823 -3.37567 -0.75425
O 1.65303 -1.66736 -2.21953
H 2.66680 1.42985 1.20345
H 1.84051 1.11396 2.62716
H 3.81040 -0.32388 2.47638
H 3.77902 -2.71596 2.21881
H 3.38740 -3.25115 0.64368
C -2.68326 -0.58775 2.79000
Si -1.38721 0.60744 3.37359
C 0.03779 -0.31500 4.13816
C -2.11550 1.94518 4.48908
C -2.68731 1.99339 5.76641
C -3.19635 3.18843 6.24710
C -3.14789 4.34794 5.46847
C -2.58015 4.32065 4.20590
C -2.05324 3.12226 3.70860
Si -1.11169 2.58874 2.17204
C -1.98570 2.85844 0.53853
C 0.56869 3.41449 2.12467
H -3.31754 -0.88403 3.63076
H -2.22240 -1.48789 2.37503
H -3.32493 -0.17440 2.00857
H -0.34930 -0.96946 4.92462
H 0.77419 0.35402 4.59605
H 0.54286 -0.94447 3.40004
H -2.74596 1.10140 6.38140
H -3.64261 3.22815 7.23408
H -3.55732 5.27279 5.85838
H -2.54564 5.23168 3.61669
H -2.63416 3.73787 0.58354
H -2.59338 1.99553 0.25463
H -1.25082 3.01296 -0.25450
H 0.44754 4.50222 2.09237
H 1.14113 3.10840 1.24446
H 1.15322 3.17698 3.01950
C 3.93028 1.00300 -1.94468
C 3.07284 2.20644 -1.75341
N 1.77899 2.20466 -1.53552
C 1.39675 3.53134 -1.53215
C 2.46650 4.34391 -1.71950
N 3.54347 3.49089 -1.86471
C 4.92503 3.88308 -2.00478
N 5.24792 4.91652 -1.04796
N 5.69003 6.12367 -1.45104
N 5.83575 6.88942 -0.43830
C 5.45669 6.17762 0.69418
C 5.40404 6.56115 2.03948
C 4.94878 5.62905 2.93748
C 4.54742 4.33314 2.51854
C 4.59966 3.94643 1.20588
C 5.07204 4.90946 0.30114
H 3.31710 0.11791 -1.79847
H 4.76524 0.96902 -1.23812
H 4.34349 0.97249 -2.95539
H 0.37284 3.82363 -1.36794
H 2.57197 5.41498 -1.75623
H 5.15340 4.28512 -2.98958
H 5.54274 3.00601 -1.82501
H 5.70427 7.55406 2.34688
H 4.88234 5.88304 3.98684
H 4.17889 3.63413 3.25866
H 4.27545 2.96570 0.88449
C 1.21983 -4.95564 2.10785
Ge -0.72126 -4.59835 2.03761
C -1.56651 -6.37288 2.11979
C -1.03292 -3.88991 3.85629
Ge -1.29489 -3.10988 0.19561
C -3.30869 -3.20523 0.35901
C -3.97683 -3.59597 1.52603
C -5.36492 -3.58582 1.62891
C -6.13917 -3.17740 0.55177
C -5.50363 -2.77722 -0.61724
C -4.11704 -2.79019 -0.70668
C -1.04081 -4.30696 -1.40135
C -1.40369 -3.81534 -2.65998
C -1.19846 -4.54606 -3.82633
C -0.60676 -5.79814 -3.76583
C -0.22818 -6.30733 -2.52962
C -0.44370 -5.57120 -1.37287
H 1.44111 -5.73047 2.84826
H 1.73377 -4.03544 2.39739
H 1.59866 -5.26083 1.13113
H -1.31250 -6.83658 3.07796
H -1.22093 -7.02165 1.31405
H -2.65279 -6.28954 2.04331
H -0.59708 -4.59814 4.56769
H -2.09137 -3.77157 4.09341
H -0.54588 -2.92262 3.99028
H -3.41000 -3.92676 2.38734
H -5.83946 -3.90171 2.55220
H -7.22071 -3.16322 0.62445
H -6.08327 -2.43254 -1.46607
H -3.67376 -2.42568 -1.62375
H -1.87704 -2.83993 -2.75001
H -1.49802 -4.12999 -4.78113
H -0.43554 -6.36986 -4.67048
H 0.24196 -7.28277 -2.46713
H -0.12524 -5.99382 -0.42827
*
```

- HOMO level (spin up / spin down): -3.841 / -3.866 eV
- Expectation value of S²: 0.76
- Orbital gap (spin up / spin down): 5.3693 / 5.3937 eV

---

DFT total energy, record by record: -16522.707, -195976.476 eV